(P)
Density functional theory data (wB97M-V/def2-TZVPD) for C5H12O2 in the gas phase.

Cartesian coordinates (Å):
1 C 2.23 0.09 1.43
2 C 0.85 0.60 1.04
3 C 0.30 0.00 -0.25
4 O 0.43 -1.42 -0.28
5 C -1.18 0.37 -0.45
6 C -1.67 0.04 -1.86
7 O -1.97 -0.30 0.52
8 H 2.22 -0.98 1.68
9 H 2.95 0.23 0.62
10 H 2.61 0.63 2.31
11 H 0.13 0.40 1.85
12 H 0.88 1.69 0.91
13 H 0.88 0.35 -1.11
14 H 0.20 -1.74 0.61
15 H -1.32 1.44 -0.25
16 H -1.46 -1.01 -2.09
17 H -2.74 0.22 -1.94
18 H -1.16 0.65 -2.61
19 H -2.04 -1.22 0.23

Summary:
Total charge   0
Frontier orbital gap   10.90 eV
E_LUMO   0.882 eV
SMILES   CC[C@@H](O)[C@@H](C)O

natural (NBO) population analysis, charges in e, atoms 1 to 2: -0.6046, -0.4301



(Q)
Density functional theory data (wB97M-V/def2-TZVPD) for C5H12O2 in the gas phase.

Cartesian coordinates (Å):
1 C -2.43 -0.49 0.77
2 C -1.14 0.30 1.02
3 C -0.03 -0.39 0.21
4 O -0.54 -0.55 -1.11
5 C 1.35 0.29 0.08
6 C 2.00 -0.26 -1.22
7 O 1.13 1.70 0.07
8 H -2.64 -0.53 -0.30
9 H -2.32 -1.53 1.10
10 H -3.30 -0.06 1.28
11 H -1.25 1.33 0.65
12 H -0.91 0.36 2.09
13 H 0.14 -1.39 0.62
14 H -0.51 0.34 -1.47
15 H 1.98 0.04 0.96
16 H 1.32 -0.32 -2.08
17 H 2.86 0.34 -1.54
18 H 2.32 -1.30 -1.07
19 H 1.97 2.15 -0.06

Summary:
Total charge   0
Frontier orbital gap   10.93 eV
E_LUMO   0.803 eV
SMILES   CC[C@@H](O)[C@@H](C)O

natural (NBO) population analysis, charges in e, atoms 1 to 2: -0.6082, -0.4202



(R)
Density functional theory data (wB97M-V/def2-TZVPD) for 2 unconnected molecules or ions with the total composition C5H12O2.

Cartesian coordinates (Å):
1 C 1.29 0.13 0.50
2 C -0.94 -2.73 -0.53
3 O -0.76 -1.56 -1.30
4 O 0.91 -0.72 1.54
5 H 0.68 -0.17 2.31
6 H 2.19 0.71 0.73
7 H 1.52 -0.51 -0.36
8 H -0.25 -2.75 0.32
9 H -1.97 -2.81 -0.16
10 H -0.73 -3.57 -1.19
11 C 0.61 2.26 -0.83
12 C 0.17 1.20 0.14
13 C -0.99 1.24 0.77
14 H -0.89 -0.78 -0.73
15 H 1.03 1.81 -1.72
16 H 1.38 2.90 -0.39
17 H -0.22 2.89 -1.13
18 H -1.31 0.45 1.43
19 H -1.71 2.02 0.60

Summary:
Total charge   0
Frontier orbital gap   10.69 eV
E_LUMO   0.808 eV
SMILES   C=C(C)CO.CO

natural (NBO) population analysis, charges in e, atoms 1 to 2: -0.0980, -0.2492



It is (P) that is most stable; the runner-up trails by 11.4 kcal/mol.



(P)
Density functional theory data (wB97M-V/def2-TZVPD) for 5 unconnected molecules or ions with the total composition C2H13NO5.

Cartesian coordinates (Å):
1 O 3.63 0.63 1.02
2 C 3.54 0.07 -0.04
3 C 2.39 0.29 -1.00
4 N 1.31 1.09 -0.45
5 H 4.31 -0.67 -0.34
6 H 2.78 0.73 -1.90
7 H 2.03 -0.70 -1.28
8 H 1.31 1.06 0.56
9 H 1.48 2.05 -0.74
10 H -1.86 -0.45 -0.97
11 H -0.66 -0.83 -0.21
12 O -1.26 -1.20 -0.87
13 H -0.72 0.01 2.70
14 H 0.10 -1.24 2.77
15 O -0.35 -0.67 2.13
16 H -2.40 2.11 0.01
17 H -1.13 1.49 -0.73
18 O -2.10 1.54 -0.70
19 H -3.42 -1.71 -0.29
20 H -4.63 -1.58 0.59
21 O -4.35 -1.98 -0.24

Summary:
Total charge   0
Frontier orbital gap   10.23 eV
E_LUMO   0.203 eV
SMILES   NCC=O.O.O.O.O

natural (NBO) population analysis, charges in e, atoms 1 to 2: -0.5295, 0.4258



(Q)
Density functional theory data (wB97M-V/def2-TZVPD) for 5 unconnected molecules or ions with the total composition C2H13NO5.

Cartesian coordinates (Å):
1 C 1.86 -1.19 0.13
2 C 1.73 0.07 0.70
3 N 1.15 -0.03 1.98
4 O 1.10 1.29 -0.09
5 H 2.64 -1.52 0.91
6 H 2.86 0.61 0.74
7 H 2.15 -1.33 -1.08
8 H 1.26 0.70 2.65
9 H 0.33 -0.52 2.18
10 H -1.74 0.55 1.20
11 H -2.61 1.16 0.21
12 O -2.36 1.29 1.16
13 H 0.78 0.67 -0.72
14 H 0.04 0.34 -3.21
15 O -0.30 0.15 -2.39
16 H -3.25 0.88 -1.74
17 H -1.28 0.43 -2.24
18 O -2.38 0.90 -1.36
19 H -1.30 -1.45 -0.20
20 H 0.22 -1.55 0.53
21 O -0.90 -1.45 0.64

Summary:
Total charge   0
Frontier orbital gap   3.25 eV
E_LUMO   -5.202 eV

natural (NBO) population analysis, charges in e, atoms 1 to 2: -0.2403, 0.0572



It is (P) that is most stable; the runner-up trails by 208.3 kcal/mol.



(P)
Density functional theory data (wB97M-V/def2-TZVPD) for 2 unconnected molecules or ions with the total composition C5H11N2.

Cartesian coordinates (Å):
1 C 0.42 -2.15 -0.28
2 C 2.86 0.51 0.18
3 C 0.23 -0.88 -0.01
4 C -0.93 0.92 1.15
5 C -1.11 0.58 -1.27
6 N 1.70 0.81 -0.10
7 N -0.97 -0.09 0.09
8 H -0.44 -2.76 -0.48
9 H 1.39 -2.46 -0.36
10 H 3.58 1.25 0.04
11 H 3.39 -0.35 0.40
12 H -0.82 0.43 2.18
13 H 0.01 1.57 0.98
14 H -1.84 1.56 1.32
15 H -0.49 -0.05 -1.89
16 H -2.22 0.45 -1.54
17 H -0.76 1.67 -1.27
18 H -1.67 -0.85 0.22

Summary:
Total charge   +1
Frontier orbital gap (spin up / spin down)   9.24 / 9.24 eV
E_LUMO (spin up / spin down)   -4.418 / -4.301 eV

natural (NBO) population analysis, charges in e, atoms 1 to 2: -0.4525, -0.0886



(Q)
Density functional theory data (wB97M-V/def2-TZVPD) for 2 unconnected molecules or ions with the total composition C5H11N2.

Cartesian coordinates (Å):
1 C 0.59 0.89 -0.01
2 C 3.88 -1.08 -0.07
3 C 1.69 0.13 0.18
4 C -2.76 1.14 -0.18
5 C -2.67 -1.16 0.43
6 N 2.80 -0.18 0.22
7 N -2.10 -0.07 0.19
8 H 0.42 1.71 0.71
9 H -0.45 0.32 0.12
10 H 3.61 -1.95 -0.72
11 H 4.22 -1.47 0.91
12 H -3.32 1.02 -1.14
13 H -3.54 1.56 0.63
14 H -1.96 1.89 -0.32
15 H -1.96 -1.98 0.30
16 H -3.80 -1.45 0.33
17 H 4.78 -0.58 -0.59
18 H 0.59 1.26 -0.98

Summary:
Total charge   +1
Frontier orbital gap   9.30 eV
E_LUMO   -3.947 eV

natural (NBO) population analysis, charges in e, atoms 1 to 2: -0.8690, -0.4675



It is (Q) that is most stable; the runner-up trails by 58.2 kcal/mol.



(P)
Density functional theory data (wB97M-V/def2-TZVPD) for a gas-phase ion, C5H11N2 (charge +1).

Cartesian coordinates (Å):
1 C 0.61 1.51 0.93
2 C -1.57 0.88 -0.31
3 C 1.42 0.39 0.25
4 C -0.72 -0.14 -1.12
5 C 0.19 -1.78 0.55
6 N -0.65 0.74 0.83
7 N 0.16 -0.44 0.04
8 H 0.82 2.01 1.85
9 H 0.40 2.25 0.21
10 H -1.42 1.80 -0.91
11 H -2.57 0.43 -0.11
12 H 1.90 0.65 -0.67
13 H 2.26 -0.05 0.90
14 H -1.18 -1.02 -1.46
15 H -0.10 0.36 -1.92
16 H 0.41 -2.49 -0.34
17 H 1.00 -1.88 1.39
18 H -0.70 -2.08 0.97

Summary:
Total charge   +1
Frontier orbital gap   10.93 eV
E_LUMO   -3.421 eV
SMILES   C[N+]12CCN1CC2

natural (NBO) population analysis, charges in e, atoms 1 to 2: -0.2544, -0.2645



(Q)
Density functional theory data (wB97M-V/def2-TZVPD) for a gas-phase ion, C5H11N2 (charge +1).

Cartesian coordinates (Å):
1 C 0.19 -2.22 1.19
2 C 1.11 -1.27 1.92
3 C -0.11 -0.71 1.16
4 C -0.30 1.76 -1.78
5 C -0.81 1.19 -0.50
6 N 1.10 -0.48 -0.69
7 N 0.23 -0.03 -0.03
8 H 0.67 -2.80 0.38
9 H -0.59 -2.76 1.51
10 H 0.98 -1.24 2.97
11 H 2.12 -1.05 1.63
12 H -0.97 -0.32 1.54
13 H -0.19 0.97 -2.39
14 H -1.07 2.48 -2.41
15 H 0.51 2.52 -1.62
16 H -1.70 0.60 -0.63
17 H -0.89 1.96 0.25
18 H 1.19 -0.06 -1.66

Summary:
Total charge   +1
Frontier orbital gap   10.41 eV
E_LUMO   -4.923 eV
SMILES   [H]/N=[N+](\CC)C1CC1

natural (NBO) population analysis, charges in e, atoms 1 to 2: -0.3741, -0.3601



(R)
Density functional theory data (wB97M-V/def2-TZVPD) for 2 unconnected molecules or ions with the total composition C5H11N2.

Cartesian coordinates (Å):
1 C 0.95 2.54 0.49
2 C -1.25 0.20 1.75
3 C 0.07 1.65 0.04
4 C -0.39 0.59 0.84
5 C 0.02 -1.58 -0.78
6 N -0.39 -0.50 -1.74
7 N 0.85 -0.98 0.31
8 H 1.21 3.44 -0.07
9 H 1.29 2.47 1.52
10 H -1.50 -0.82 2.00
11 H -1.98 0.86 2.17
12 H -0.21 1.62 -1.00
13 H -0.81 -2.25 -0.52
14 H 0.83 -2.32 -1.21
15 H -0.94 -0.71 -2.62
16 H 0.50 -0.16 -2.07
17 H 0.85 -1.55 1.18
18 H 1.78 -0.55 0.13

Summary:
Total charge   +1
Frontier orbital gap   9.27 eV
E_LUMO   -4.531 eV

natural (NBO) population analysis, charges in e, atoms 1 to 2: -0.2140, -0.4540



It is (R) that is most stable; the runner-up trails by 5.9 kcal/mol.



(P)
Density functional theory data (wB97M-V/def2-TZVPD) for 2 unconnected molecules or ions with the total composition C5H11N2.

Cartesian coordinates (Å):
1 C 2.45 -1.00 -0.77
2 C 1.63 -0.97 -1.84
3 N 1.98 -0.78 0.60
4 H 3.52 -1.19 -0.93
5 H 2.16 -1.02 -2.81
6 H 0.58 -0.88 -1.81
7 H 1.36 0.04 0.67
8 H 1.53 -1.63 0.97
9 H 2.74 -0.53 1.22
10 C -2.57 1.22 1.01
11 C -3.26 0.09 0.76
12 C -0.58 1.36 -0.07
13 N -1.71 1.96 0.09
14 H -2.47 1.61 2.05
15 H -3.07 -0.60 -0.07
16 H -4.13 -0.02 1.43
17 H 0.28 2.06 -0.32
18 H -0.45 0.30 -0.18

Summary:
Total charge   +1
Frontier orbital gap   8.36 eV
E_LUMO   -3.999 eV

natural (NBO) population analysis, charges in e, atoms 1 to 2: -0.1129, -0.3012



(Q)
Density functional theory data (wB97M-V/def2-TZVPD) for a gas-phase ion, C5H11N2 (charge +1).

Cartesian coordinates (Å):
1 C -0.72 0.11 1.45
2 C 0.11 -0.93 -0.59
3 C 2.15 0.06 0.35
4 C 1.98 1.27 -0.18
5 C -2.19 0.17 -0.30
6 N -0.94 -0.24 0.20
7 N 1.38 -1.09 0.02
8 H -1.60 0.73 1.82
9 H 0.20 -0.30 1.93
10 H -0.22 -1.92 -0.84
11 H 0.39 -0.39 -1.52
12 H 2.77 -0.10 1.19
13 H 2.72 1.99 0.26
14 H 1.46 1.39 -1.15
15 H -2.56 0.95 0.33
16 H -2.03 0.47 -1.34
17 H -2.77 -0.83 -0.32
18 H 1.55 -1.87 0.66

Summary:
Total charge   +1
Frontier orbital gap   7.85 eV
E_LUMO   -4.971 eV
SMILES   C=CNC[N+](=C)C

natural (NBO) population analysis, charges in e, atoms 1 to 2: 0.0923, -0.0809



It is (Q) that is most stable; the runner-up trails by 42.2 kcal/mol.



(P)
Density functional theory data (wB97M-V/def2-TZVPD) for 2 unconnected molecules or ions with the total composition CHF2NO2.

Cartesian coordinates (Å):
1 C -0.12 0.25 -0.63
2 N -0.06 -0.55 0.68
3 O 0.87 -1.35 0.78
4 O -0.84 -0.11 1.51
5 F -1.25 0.82 -0.85
6 F 0.32 -0.42 -1.64
7 H 1.09 1.36 0.14

Summary:
Total charge   0
Frontier orbital gap   9.85 eV
E_LUMO   -1.304 eV

natural (NBO) population analysis, charges in e, atoms 1 to 2: 0.7459, 0.4489



(Q)
Density functional theory data (wB97M-V/def2-TZVPD) for 2 unconnected molecules or ions with the total composition CHF2NO2.

Cartesian coordinates (Å):
1 C 0.27 -0.67 0.04
2 N 0.23 0.77 0.21
3 O -0.13 1.52 -0.67
4 O 0.56 0.99 1.34
5 F 0.97 -1.22 1.04
6 F 0.54 -1.21 -1.14
7 H -2.44 -0.18 -0.81

Summary:
Total charge   0
Frontier orbital gap (spin up / spin down)   9.23 / 9.98 eV
E_LUMO (spin up / spin down)   -2.135 / -0.699 eV

natural (NBO) population analysis, charges in e, atoms 1 to 2: 0.7885, 0.4278



It is (P) that is most stable; the runner-up trails by 44.5 kcal/mol.